{
  "formula": "H16O8",
  "method": "ωB97M-V/def2-TZVPD",
  "e_homo_ev": -10.037,
  "e_above_lowest_kj_mol": 392.5,
  "gap_ha": 0.373,
  "smiles": "O.O.O.O.O.O.O.O",
  "energy_ev": -16637.9421,
  "charge": 0,
  "elements": ["O", "H", "O", "O", "H", "H", "O", "H", "H", "O", "H", "O", "H", "O", "H", "H", "H", "H", "O", "H", "H", "H", "H", "H"],
  "xyz": [[-2.060, 2.995, -0.640], [4.243, 2.032, 0.060], [1.207, -3.254, -1.150], [-0.015, -0.594, 0.731], [0.999, 2.026, -0.280], [2.532, -1.407, 0.703], [-2.622, -0.928, -0.723], [-0.762, -0.806, 0.240], [-2.882, -0.087, -1.031], [-2.778, -0.900, 1.604], [0.785, -2.806, -1.808], [3.327, 2.350, 0.119], [3.300, 3.174, -0.449], [3.458, -1.239, 0.607], [3.519, -0.324, 1.044], [-2.783, -1.484, -1.559], [0.040, 2.643, 0.654], [1.119, -4.181, -1.443], [0.081, 2.076, -0.162], [-3.449, -1.301, 1.061], [-2.812, -1.399, 2.483], [0.175, -1.309, 1.366], [-2.679, 2.525, -1.317], [-1.944, 2.200, -0.110]],
  "forces_ev_per_a": [[-3.29, -1.64, -2.13], [-0.46, 0.20, -0.10], [1.52, -2.89, 2.36], [3.19, 0.29, 1.94], [2.24, -0.67, -0.35], [-1.11, -0.39, -0.27], [-0.10, -2.90, -2.79], [-2.34, -0.85, -1.10], [-0.40, 1.85, -0.32], [0.12, -0.94, 3.34], [-1.76, 2.34, -2.72], [0.25, 1.31, -0.95], [0.17, -1.46, 1.00], [1.04, 2.45, 1.18], [-0.01, -2.00, -1.03], [0.49, 1.00, 1.83], [-0.19, -0.82, -1.20], [0.25, 0.55, 0.44], [-0.86, 1.21, 1.75], [-0.26, -0.27, -0.30], [-0.02, 1.18, -1.80], [-0.61, 0.35, -0.65], [1.41, 1.96, 1.30], [0.73, 0.16, 0.56]]
}

{
  "formula": "C61H61ClF3GeINO3S2Si3W",
  "method": "ωB97M-V/def2-TZVPD",
  "e_homo_ev": [-11.883, -12.401],
  "e_above_lowest_kj_mol": 284.4,
  "gap_ha": [0.211, 0.231],
  "spin_multiplicity": 2,
  "energy_ev": -204288.4344,
  "charge": 2,
  "elements": ["C", "C", "H", "F", "C", "H", "C", "C", "H", "H", "H", "H", "C", "H", "H", "N", "C", "C", "C", "C", "F", "O", "H", "H", "C", "C", "C", "H", "C", "C", "C", "H", "H", "H", "H", "H", "H", "C", "C", "C", "C", "H", "H", "H", "C", "C", "H", "C", "H", "H", "H", "H", "C", "H", "C", "C", "H", "S", "H", "H", "H", "C", "C", "C", "H", "C", "C", "C", "C", "H", "C", "Ge", "Si", "H", "C", "H", "Si", "H", "C", "C", "C", "C", "H", "H", "H", "I", "H", "C", "H", "C", "C", "C", "O", "H", "H", "C", "H", "C", "C", "C", "S", "H", "H", "H", "H", "H", "Cl", "H", "H", "C", "H", "C", "H", "C", "C", "H", "H", "C", "Si", "W", "C", "C", "H", "H", "F", "H", "O", "H", "H", "C", "C", "C", "C", "C", "C", "C", "H", "H"],
  "xyz": [[2.974, 5.365, -3.028], [-1.142, 0.235, -6.048], [3.841, -3.506, 0.315], [-9.585, 0.067, 1.002], [1.053, -3.564, 3.111], [-1.841, -0.943, -2.424], [2.316, 2.415, -2.941], [-2.143, -0.559, 0.422], [2.190, 6.645, 4.732], [1.874, -6.877, -1.904], [0.164, 7.835, -2.067], [4.183, -5.216, 0.070], [3.382, 0.300, 2.848], [-4.538, 1.462, 2.025], [1.970, -3.323, 2.573], [2.103, -0.814, 1.098], [-3.161, -4.054, -0.859], [1.799, 4.846, -2.414], [2.205, -0.256, 2.337], [1.380, -6.380, -1.067], [-9.353, 1.158, -0.852], [-0.022, 1.253, 0.647], [-2.004, -3.571, 3.781], [1.776, -3.711, -3.286], [2.396, 4.075, -6.303], [-1.244, -4.671, -3.190], [-7.408, 0.721, 0.400], [5.268, 0.541, -4.719], [-5.213, 0.997, 1.319], [0.824, 3.223, -0.962], [3.196, -0.882, 0.352], [4.027, 7.064, -3.725], [-2.189, -0.549, -7.754], [-3.941, -4.369, -1.559], [0.306, -6.467, -1.216], [0.311, -6.189, 1.590], [3.113, -1.378, -0.608], [-0.637, -5.671, 1.724], [-1.996, 0.406, -7.269], [0.590, 3.183, 2.673], [2.004, 3.754, -5.044], [0.175, 4.083, 4.564], [-2.224, -2.170, 2.730], [3.032, -4.723, 1.304], [3.574, 3.519, -6.864], [0.448, -0.052, -3.802], [-7.599, -0.672, -1.220], [0.949, 7.150, -2.362], [5.286, -0.438, 0.123], [5.122, 2.081, -6.613], [3.896, 3.823, -7.851], [-2.951, 0.868, -7.025], [3.391, -4.500, 0.300], [-3.320, -1.803, -2.775], [2.084, 4.711, 3.821], [1.519, 3.082, 1.651], [5.456, 0.659, 2.357], [1.257, 2.015, 0.266], [2.170, 8.646, -3.250], [0.875, -2.783, 3.851], [-1.301, -5.954, 0.911], [4.389, 1.005, -4.292], [2.062, 7.599, -3.004], [3.329, 0.870, 4.149], [-1.085, -6.026, 2.658], [0.823, 5.784, -2.001], [-0.225, 5.377, -1.142], [-3.331, -0.275, 0.417], [2.175, 0.838, 4.876], [-2.922, -4.909, -0.230], [1.003, -0.254, 3.086], [0.228, -3.134, -0.380], [-1.719, -3.428, -1.869], [2.155, 1.264, 5.869], [4.258, 2.567, -6.180], [1.458, -1.616, -4.878], [-0.424, -3.825, 1.983], [3.940, 5.117, 2.818], [3.810, 2.130, -4.900], [-0.143, 4.160, -0.539], [4.521, 0.240, 2.011], [3.108, 6.696, -3.291], [-2.146, 1.769, -4.933], [1.768, 5.352, 5.849], [-6.947, 2.044, 2.020], [-0.746, 0.287, 5.460], [-5.200, -1.273, -1.204], [2.727, 2.795, -4.260], [-1.492, 1.046, -7.996], [2.727, 3.771, 1.689], [-0.128, -0.716, -6.020], [-6.558, 1.321, 1.317], [0.505, -0.128, -1.230], [0.033, -1.352, -6.881], [-0.330, 2.616, 2.637], [-6.925, -0.211, -0.511], [1.227, -4.496, 3.655], [0.673, -0.870, -4.897], [0.989, 0.264, 4.351], [-4.718, 0.062, 0.409], [1.488, -0.302, -2.405], [1.102, 4.191, -4.642], [-2.862, -3.748, 2.249], [-0.457, -4.284, -3.841], [-1.934, -1.976, -3.854], [3.797, 4.703, -3.254], [4.745, 1.609, 4.803], [-1.004, 6.079, -0.875], [3.195, -4.744, -3.143], [3.708, 0.415, -3.259], [-3.570, -3.265, -0.225], [2.603, -3.983, -2.629], [3.966, -0.588, -2.940], [1.630, 3.441, -2.084], [-2.030, -3.239, 2.738], [-0.804, 3.892, 0.275], [1.805, 4.767, -6.889], [4.431, -0.361, 0.779], [2.016, -4.624, -0.963], [-0.149, -0.898, 0.546], [-5.586, -0.545, -0.504], [-1.347, 1.039, -4.922], [-0.939, -5.651, -2.829], [-2.133, -4.815, -3.812], [-9.143, 2.187, 1.045], [-0.740, 1.521, -2.920], [-0.057, -0.789, 2.454], [3.237, -3.103, -2.496], [1.634, -6.927, -0.159], [-0.558, 0.910, -3.796], [-8.882, 1.041, 0.400], [0.888, 4.003, 3.752], [2.385, 5.602, 4.987], [2.999, 4.584, 2.774], [2.615, 1.059, -2.628], [-2.231, -1.880, -2.808], [3.449, 3.669, 0.888], [3.432, 5.529, 5.279]],
  "forces_ev_per_a": [[-0.05, -0.07, 0.07], [-0.04, 0.03, 0.01], [0.01, -0.01, 0.03], [0.03, 0.06, -0.04], [0.00, -0.06, 0.02], [0.01, 0.02, 0.11], [-0.16, 0.17, 0.41], [0.01, -0.41, -0.10], [-0.01, 0.01, -0.01], [0.01, -0.06, 0.00], [-0.01, 0.00, -0.01], [0.01, -0.02, -0.03], [0.34, -0.05, -0.15], [-0.01, 0.01, 0.01], [-0.01, 0.02, 0.00], [0.29, 0.15, -0.19], [-0.02, 0.05, -0.05], [0.08, 0.09, -0.04], [-0.21, -0.03, 0.12], [0.04, 0.01, -0.03], [0.01, -0.01, 0.08], [-0.13, 0.06, 0.61], [-0.05, -0.02, 0.02], [-0.03, -0.02, 0.01], [0.07, -0.01, -0.06], [-0.16, -0.02, -0.02], [0.01, -0.02, 0.00], [0.01, -0.01, -0.02], [0.02, 0.01, 0.00], [-0.08, -0.01, 0.08], [-0.02, 0.10, 0.47], [0.01, 0.00, 0.01], [0.01, -0.01, 0.00], [-0.06, 0.01, 0.03], [-0.01, 0.04, -0.01], [0.04, 0.00, 0.00], [-0.10, 0.02, -0.01], [0.11, 0.07, -0.04], [-0.03, -0.02, -0.03], [0.07, 0.00, 0.05], [0.01, -0.10, 0.15], [0.00, 0.00, 0.00], [0.08, 0.00, 0.00], [0.00, -0.05, 0.01], [-0.06, 0.01, 0.04], [-0.05, 0.09, 0.02], [-0.01, 0.00, -0.01], [-0.02, -0.02, 0.01], [0.05, 0.01, 0.03], [0.01, 0.01, 0.00], [0.01, 0.01, -0.01], [0.00, 0.01, 0.00], [0.04, -0.03, -0.07], [-0.07, -0.02, -0.05], [0.00, -0.02, -0.01], [0.08, 0.06, -0.07], [0.02, 0.00, 0.00], [0.08, -0.38, -0.54], [-0.01, 0.01, -0.01], [-0.04, 0.00, 0.01], [-0.06, 0.02, -0.05], [-0.10, -0.01, 0.11], [0.05, -0.04, 0.00], [-0.01, -0.02, -0.04], [0.00, -0.07, 0.00], [-0.09, 0.08, 0.03], [-0.01, -0.07, 0.04], [0.01, -0.02, -0.05], [-0.04, -0.05, -0.05], [0.04, -0.06, 0.02], [-0.09, -0.08, -0.16], [-0.61, -0.43, -0.18], [0.26, -0.11, 0.03], [0.02, 0.02, 0.01], [0.00, -0.06, 0.08], [0.01, -0.01, 0.01], [-0.07, 0.20, 0.09], [0.01, 0.01, 0.00], [0.15, -0.07, -0.09], [0.03, 0.06, -0.13], [-0.06, -0.04, -0.02], [-0.04, 0.04, -0.01], [-0.01, 0.02, 0.01], [-0.01, 0.00, 0.00], [0.00, 0.00, 0.00], [-0.15, -0.02, 0.02], [0.01, -0.03, -0.02], [-0.06, 0.10, -0.19], [0.00, 0.01, -0.01], [-0.02, -0.01, 0.09], [0.05, -0.01, 0.06], [-0.02, 0.02, -0.01], [-0.13, 0.14, -0.17], [0.00, -0.02, -0.02], [-0.01, 0.00, -0.01], [-0.01, 0.01, 0.00], [0.03, 0.00, 0.02], [-0.03, 0.01, -0.08], [0.23, 0.06, -0.09], [-0.02, -0.01, 0.02], [0.16, -0.13, 0.23], [-0.01, 0.00, -0.02], [-0.04, 0.02, 0.00], [0.02, 0.02, 0.00], [0.01, 0.04, -0.01], [0.02, 0.00, 0.01], [-0.03, 0.01, 0.01], [0.01, 0.02, 0.01], [0.04, 0.00, 0.01], [0.03, 0.11, -0.06], [0.01, 0.03, 0.03], [0.06, -0.06, -0.02], [0.03, -0.02, -0.02], [0.17, -0.26, -0.26], [0.00, -0.01, -0.05], [-0.01, -0.01, 0.02], [-0.02, 0.00, 0.01], [-0.30, -0.03, 0.07], [0.02, 0.18, 0.07], [0.35, 1.02, -0.16], [0.02, 0.00, 0.02], [0.04, 0.00, 0.00], [0.00, 0.00, 0.06], [0.04, -0.04, -0.05], [0.00, -0.06, -0.04], [0.01, 0.00, 0.02], [0.08, -0.08, 0.24], [0.00, 0.02, -0.01], [0.02, -0.02, 0.01], [0.04, -0.01, -0.05], [-0.02, 0.01, 0.00], [-0.06, -0.05, 0.00], [0.04, 0.03, 0.07], [0.00, -0.02, -0.04], [-0.10, 0.10, -0.13], [-0.01, -0.04, 0.06], [0.01, -0.01, -0.03], [0.00, 0.00, 0.00]]
}

{
  "formula": "C2H5NO2P",
  "method": "ωB97M-V/def2-TZVPD",
  "e_homo_ev": -2.075,
  "e_above_lowest_kj_mol": 624.9,
  "gap_ha": 0.239,
  "energy_ev": -17025.0394,
  "charge": -1,
  "elements": ["P", "H", "H", "H", "H", "C", "O", "H", "N", "C", "O"],
  "xyz": [[-0.596, -1.107, -0.802], [-1.707, -1.440, 0.171], [-1.732, 0.965, -0.202], [0.830, 1.805, 0.004], [0.275, 0.929, 1.478], [0.561, 0.935, 0.444], [1.496, 0.067, 0.111], [-0.444, 1.123, -1.471], [0.626, -1.439, 0.446], [-0.616, 0.649, -0.507], [1.307, -2.487, 0.329]],
  "forces_ev_per_a": [[-1.40, -1.83, 0.07], [0.91, 0.16, -0.99], [2.40, -0.39, -0.36], [1.32, 3.80, 0.01], [-0.25, 0.30, 0.89], [-2.06, -1.10, -0.68], [2.43, -1.96, -0.57], [0.18, 0.24, 0.00], [-0.01, -0.58, 1.72], [-3.64, 1.02, 0.44], [0.11, 0.33, -0.53]]
}

{
  "formula": "C17H22N3O3PdS2",
  "method": "ωB97M-V/def2-TZVPD",
  "e_homo_ev": [-18.170, -17.954],
  "e_above_lowest_kj_mol": 31.5,
  "gap_ha": [0.340, 0.203],
  "spin_multiplicity": 5,
  "energy_ev": -53717.0093,
  "charge": 3,
  "elements": ["S", "C", "N", "Pd", "H", "C", "C", "H", "H", "O", "H", "C", "H", "H", "H", "H", "N", "H", "C", "S", "H", "C", "C", "H", "H", "H", "N", "O", "C", "C", "C", "O", "H", "H", "H", "H", "H", "H", "C", "C", "C", "H", "C", "H", "C", "C", "C", "H"],
  "xyz": [[-0.275, 4.143, -2.114], [-0.728, 1.547, -2.308], [-0.265, -0.148, -0.695], [-0.172, -2.307, -0.394], [-1.253, -2.854, 3.327], [0.913, 6.389, -1.507], [-3.305, -3.046, -0.426], [1.890, 8.242, -1.015], [1.181, -3.807, 1.871], [2.056, -2.111, -0.019], [-2.415, -1.084, 1.937], [-1.234, -2.856, 2.236], [0.052, 6.475, 2.211], [2.212, -0.927, 1.643], [2.720, -3.031, -1.724], [3.268, -2.342, 1.672], [-0.197, -4.053, -1.605], [-3.358, -2.584, 1.981], [-0.243, 2.519, -1.430], [-0.207, -6.346, -3.209], [1.145, 6.433, -2.563], [-0.162, 5.330, 0.415], [-2.423, -2.135, 1.646], [-0.806, 4.581, 0.854], [0.661, 2.830, 0.524], [-1.105, 1.799, -3.291], [0.987, 7.425, 0.637], [-2.340, -2.165, 0.198], [-0.719, 0.228, -1.897], [0.200, 0.786, 0.140], [0.285, 6.395, 1.156], [-0.061, -2.139, 1.766], [-4.308, -2.747, -0.124], [0.545, 0.444, 1.106], [-1.093, -0.547, -2.556], [-3.200, -2.924, -1.501], [1.323, -2.673, 3.235], [3.976, -2.740, -0.503], [2.271, -1.990, 1.407], [1.200, -2.749, 2.153], [2.946, -3.055, -0.662], [-1.176, -3.892, 1.884], [-0.201, -5.010, -2.275], [2.795, -4.059, -0.261], [0.182, 5.308, -0.953], [1.321, 7.399, -0.641], [0.235, 2.132, -0.183], [-3.120, -4.083, -0.140]],
  "forces_ev_per_a": [[0.40, -0.02, -0.13], [-0.03, -0.04, 0.07], [0.06, 0.10, -0.10], [0.02, 0.58, 0.17], [0.00, 0.09, -0.02], [-0.12, -0.03, 0.04], [-0.03, 0.01, 0.07], [0.01, -0.02, -0.01], [0.02, 0.02, 0.02], [0.02, -0.18, 0.00], [0.00, -0.03, 0.03], [-0.10, 0.06, -0.04], [-0.03, -0.01, -0.02], [0.05, -0.01, 0.03], [0.00, 0.00, 0.01], [-0.02, -0.06, -0.02], [0.00, -0.35, -0.19], [0.02, -0.04, -0.03], [-0.31, 0.06, 0.05], [0.00, 0.10, 0.07], [0.03, 0.00, -0.01], [0.13, -0.11, -0.12], [0.14, 0.05, -0.09], [0.03, -0.02, 0.02], [-0.03, 0.01, -0.03], [-0.01, 0.00, 0.00], [-0.01, -0.27, 0.02], [-0.09, -0.25, -0.02], [-0.03, 0.07, -0.03], [-0.04, -0.01, 0.02], [-0.03, 0.16, 0.13], [0.04, -0.18, 0.16], [0.01, 0.00, -0.02], [0.02, 0.01, 0.00], [0.02, 0.01, 0.02], [0.01, -0.01, 0.01], [-0.01, 0.06, -0.02], [-0.01, 0.00, -0.01], [-0.14, -0.02, -0.05], [0.06, 0.02, -0.08], [0.05, 0.02, 0.03], [-0.02, 0.02, 0.04], [0.00, -0.03, -0.01], [0.01, 0.00, -0.01], [-0.17, 0.09, 0.12], [0.02, 0.19, -0.12], [0.10, 0.00, 0.03], [-0.02, 0.00, -0.01]]
}